Record 1
Formula: C2H4ClF2N
Source: the OMol25 dataset
Level of theory: wB97M-V/def2-TZVPD

Calculated values
energy above the lowest of the compared OMol25 structures with the same formula, charge and spin	15.2	kcal per mole
multiplicity	1
F_max	3.56	eV/A
HOMO	-9.5	eV
HOMO-LUMO gap	10.3834	eV
SMILES	NCC(F)(F)Cl
energy	-21585.9650	eV

Each atom is followed by the atoms it is bonded to, with distances in Å.
Element x y z (Å)
1 C -0.79 -1.06 -0.27  N2 1.503, H3 1.082, C4 1.529, H9 1.094
2 N -2.16 -0.44 -0.15  C1 1.503, H5 1.056, H6 1.033
3 H -0.60 -1.55 -1.21  C1 1.082
4 C 0.06 0.18 0.01  C1 1.529, F7 1.389, Cl8 1.800, F10 1.407
5 H -2.21 0.49 -0.66  N2 1.056
6 H -2.53 -0.42 0.81  N2 1.033
7 F -0.12 1.20 -0.91  C4 1.389
8 Cl 1.79 -0.32 0.01  C4 1.800
9 H -0.63 -1.70 0.60  C1 1.094
10 F -0.42 0.68 1.23  C4 1.407

Record 2
Formula: C2H4ClFN2
Source: the OMol25 dataset
Level of theory: wB97M-V/def2-TZVPD

Calculated values
energy above the lowest of the compared OMol25 structures with the same formula, charge and spin	7.0	kcal per mole
multiplicity	1
F_max	2.73	eV/A
HOMO	-9.8	eV
HOMO-LUMO gap	10.5796	eV
SMILES	[H]/N=C(/N)[C@H](F)Cl
energy	-20358.5714	eV

Each atom is followed by the atoms it is bonded to, with distances in Å.
Element x y z (Å)
1 C -1.13 -0.17 0.02  C2 1.556, N3 1.279, N10 1.342
2 C 0.25 0.36 0.50  C1 1.556, F6 1.349, Cl8 1.783, H9 1.150
3 N -1.98 0.66 -0.45  C1 1.279, H7 1.036
4 H -0.40 -2.08 0.28  N10 1.004
5 H -2.03 -2.00 0.38  N10 0.990
6 F 0.38 1.66 0.15  C2 1.349
7 H -1.61 1.63 -0.55  N3 1.036
8 Cl 1.63 -0.48 -0.24  C2 1.783
9 H 0.44 0.42 1.63  C2 1.150
10 N -1.21 -1.50 0.15  C1 1.342, H4 1.004, H5 0.990

Record 3
Formula: C2H4ClFO
Source: the OMol25 dataset
Level of theory: wB97M-V/def2-TZVPD

Calculated values
energy above the lowest of the compared OMol25 structures with the same formula, charge and spin	36.3	kcal per mole
multiplicity	1
F_max	5.16	eV/A
HOMO	-10.2	eV
HOMO-LUMO gap	11.1084	eV
SMILES	CO[C@@H](F)Cl
energy	-19424.3254	eV

Each atom is followed by the atoms it is bonded to, with distances in Å.
Element x y z (Å)
1 H -1.13 0.73 1.38  C7 1.035
2 Cl -2.62 -0.57 0.14  C7 1.735
3 O 0.07 -0.85 0.14  C5 1.391, C7 1.679
4 H 1.95 -0.09 0.55  C5 1.167
5 C 1.25 -0.31 -0.36  O3 1.391, H4 1.167, H6 1.125, H9 1.107
6 H 1.52 -1.10 -1.11  C5 1.125
7 C -1.14 0.27 0.45  H1 1.035, Cl2 1.735, O3 1.679, F8 1.318
8 F -0.92 1.24 -0.42  C7 1.318
9 H 1.01 0.68 -0.78  C5 1.107